Entry from the OMol25 dataset: a structure of composition C24H29BiN4Si (ωB97M-V with the def2-TZVPD basis set).

Its net charge is +2. The spin multiplicity is 1. The maximum force comes out at 0.387 eV/Å. As for the HOMO energy: -14.9 eV. The value obtained for the relative energy (zero: lowest compared OMol25 entry of this formula, charge and spin) is 12.3 kcal per mole.

Geometry (Å):
Bi: -1.0312 -0.5314 0.8464
C: -0.1173 -2.5585 -1.8577
C: 0.6527 -1.3148 -2.3093
C: 1.6134 -0.8434 -1.2558
C: 2.9503 -0.6413 -1.5776
C: 3.8644 -0.3259 -0.5892
C: 3.4226 -0.2352 0.7236
C: 2.0820 -0.4082 0.9732
N: 1.1891 -0.6919 0.0094
N: -1.3193 -2.2418 -1.0705
C: -1.7670 -3.4040 -0.2788
C: -0.8129 -3.8489 0.8095
C: -0.7838 -5.1881 1.1708
C: 0.0074 -5.5835 2.2378
C: 0.7615 -4.6296 2.9041
C: 0.6884 -3.3184 2.4735
N: -0.0814 -2.9316 1.4517
C: -2.4143 -1.7417 -1.9065
C: -2.4486 -0.2403 -2.0615
C: -3.0710 0.3328 -3.1571
C: -3.1765 1.7125 -3.2357
C: -2.6462 2.4889 -2.2164
C: -2.0235 1.8589 -1.1590
N: -1.9283 0.5206 -1.0889
H: 0.5367 -3.1736 -1.2395
H: -0.3934 -3.1559 -2.7338
H: -0.0282 -0.5112 -2.5919
H: 1.2253 -1.5669 -3.1995
H: 3.2690 -0.7502 -2.6051
H: 4.9063 -0.1680 -0.8336
H: 4.1014 -0.0195 1.5360
H: 1.6969 -0.2894 1.9777
H: -1.9759 -4.2577 -0.9315
H: -2.7102 -3.1339 0.2083
H: -1.3805 -5.9089 0.6272
H: 0.0344 -6.6219 2.5394
H: 1.3971 -4.8992 3.7353
H: 1.2713 -2.5441 2.9582
H: -3.3669 -2.0296 -1.4536
H: -2.3938 -2.2060 -2.8966
H: -3.4757 -0.2963 -3.9390
H: -3.6645 2.1751 -4.0832
H: -2.7124 3.5672 -2.2391
H: -1.5701 2.4101 -0.3488
C: -0.6901 5.1392 2.6162
Si: 0.7667 4.3380 1.7486
C: 2.3934 4.3811 2.6701
C: 0.9368 4.9518 -0.0240
C: 0.2495 2.5361 1.5346
C: -0.1697 1.4105 1.3338
H: -0.5047 6.1937 2.8283
H: -0.9043 4.6448 3.5652
H: -1.5876 5.0812 1.9971
H: 2.6967 5.4138 2.8531
H: 3.1858 3.9019 2.0929
H: 2.3251 3.8806 3.6370
H: 1.2841 5.9873 -0.0297
H: -0.0169 4.9251 -0.5556
H: 1.6576 4.3595 -0.5905


Entry from the OMol25 dataset: a structure of composition C24H29BrGeN2O2Ti (ωB97M-V with the def2-TZVPD basis set).

Its net charge is +1. The spin multiplicity is 2. The maximum force comes out at 0.663 eV/Å. As for the HOMO energy (spin up / spin down): -11.1 / -11.1 eV. The value obtained for the relative energy (zero: lowest compared OMol25 entry of this formula, charge and spin) is 60.5 kcal per mole.

Geometry (Å):
Ti: -1.2028 -3.2816 -0.5098
Br: 0.3342 -1.0398 -6.9948
C: -0.4091 -1.3352 -5.2860
C: -1.7744 -1.5480 -5.1611
C: -2.3153 -1.7757 -3.9127
C: -1.5163 -1.7839 -2.7686
O: -2.1077 -2.0113 -1.5670
C: -0.1303 -1.5577 -2.9032
C: 0.8020 -1.4670 -1.7299
N: 0.6995 -2.4734 -0.7639
C: 1.4895 -2.4273 0.3905
C: 2.8184 -2.1057 0.3926
C: 3.4920 -1.9463 1.6222
C: 2.8097 -2.0448 2.8110
C: 1.4211 -2.3590 2.8249
C: 0.6462 -2.4531 4.0041
C: -0.6864 -2.7632 3.9216
C: -1.2579 -2.9835 2.6585
N: -0.5676 -2.8966 1.5387
C: 0.7745 -2.6092 1.6087
C: 0.4032 -1.3413 -4.1732
H: -2.4028 -1.5387 -6.0405
H: -3.3756 -1.9492 -3.7866
H: 1.8285 -1.2155 -2.0187
H: 3.3479 -1.9812 -0.5431
H: 4.5490 -1.7186 1.6192
H: 3.3165 -1.8901 3.7548
H: 1.1167 -2.2755 4.9631
H: -1.3070 -2.8449 4.8016
H: -2.3071 -3.2385 2.5691
H: 1.4668 -1.1701 -4.2820
C: 1.5183 4.9485 0.2828
C: 1.5565 3.5795 -0.3834
C: 1.9089 2.4739 0.6047
C: 2.0471 1.0732 -0.0133
Ge: 0.3859 0.4902 -0.8786
C: -1.1210 0.4712 0.3653
C: -1.7668 1.8567 0.4858
C: -2.9168 1.8664 1.4877
C: -3.5561 3.2424 1.6199
H: 1.2661 5.7331 -0.4294
H: 2.4859 5.1949 0.7233
H: 0.7750 4.9722 1.0827
H: 2.2869 3.5794 -1.1984
H: 0.5852 3.3806 -0.8495
H: 1.1628 2.4465 1.4060
H: 2.8542 2.7314 1.0919
H: 2.3063 0.3676 0.7762
H: 2.8604 1.0559 -0.7438
H: 0.1076 1.2637 -2.1690
H: -0.7506 0.1403 1.3416
H: -1.8629 -0.2481 0.0201
H: -2.1368 2.1772 -0.4930
H: -1.0261 2.6022 0.7913
H: -2.5434 1.5354 2.4624
H: -3.6674 1.1334 1.1768
H: -2.8261 3.9822 1.9541
H: -4.3742 3.2340 2.3393
H: -3.9572 3.5805 0.6630
O: -1.5568 -4.8381 -0.5560


Q: Which of these has the lowest net charge?
A: C24H29BrGeN2O2Ti